Molecular formula: C31H59N3O14PS5
Method: DFT, ωB97M-V with the def2-TZVPD basis set

Calculated values
- HOMO level: -10.99 eV
- Energy: -4766.30865 Ha
- Net charge: +1
- Multiplicity: 1

The geometry in XYZ format:
```
113
C31H59N3O14PS5, DFT ωB97M-V with the def2-TZVPD basis set
S 0.981 -4.078 -2.207
S -0.016 -0.902 6.108
S 3.348 4.417 -0.426
S -2.659 4.477 5.657
S 1.723 -6.191 -8.112
P -5.764 1.010 -1.441
O 3.132 4.325 -1.848
O 0.456 -4.424 -0.908
O 1.795 -7.217 -9.118
O -0.436 -1.386 7.396
O 0.560 -2.876 -2.894
O -5.272 -0.502 -1.119
O 2.390 5.051 0.448
O -2.934 5.647 6.445
O -2.619 4.528 4.203
O -5.040 1.500 -2.606
O 0.954 -0.555 0.330
O -7.353 1.008 -1.600
O -0.526 0.338 5.565
O 1.812 -6.501 -6.703
N -5.984 2.088 1.157
N -0.581 0.530 -1.024
N -5.762 2.781 2.236
C 3.200 -5.316 -3.009
C 2.775 -4.112 -2.158
C -0.240 -2.191 4.889
C -1.061 2.519 0.383
C -5.302 2.052 0.009
C 2.184 -1.970 5.045
C -2.590 4.432 1.112
C -3.843 3.572 1.069
C -0.181 1.925 -0.758
C 1.777 -0.869 6.032
C -0.207 -0.262 0.140
C -2.859 2.068 6.772
C 0.262 -5.192 -8.412
C 0.787 -5.466 -3.314
C 5.799 4.002 0.537
C -1.152 3.722 6.242
C -4.149 2.834 -0.078
C 1.033 -2.142 4.048
C 0.071 -0.010 -2.225
C 4.978 5.109 -0.135
C 2.154 -3.958 -9.416
C -1.529 3.954 0.089
C -4.686 3.541 2.215
C 2.111 -5.541 -4.065
C 2.915 -4.919 -8.509
C -1.294 -0.736 1.105
C 0.768 -3.792 -8.779
C -1.610 2.757 7.328
C -3.760 3.156 6.173
C 3.714 2.780 0.200
C 5.229 2.658 0.068
H -1.145 -2.001 4.315
H 0.867 1.937 -0.413
H 3.405 2.749 1.245
H 3.207 -4.434 -7.577
H 2.052 -4.388 -10.414
H -0.644 4.599 0.199
H 4.883 5.987 0.500
H 0.093 -1.109 -2.213
H -0.434 0.311 -3.146
H 3.118 -1.721 4.544
H -6.806 1.486 1.200
H 5.703 4.079 1.622
H -1.880 4.083 -0.945
H -0.070 -5.300 -3.964
H -4.314 2.791 5.310
H 5.499 2.485 -0.976
H -2.281 -0.715 0.625
H 6.857 4.098 0.295
H -1.879 1.798 0.530
H -3.563 2.830 -0.991
H -1.081 -1.762 1.426
H -0.325 -3.138 5.422
H -7.539 0.388 -2.330
H -0.352 -5.180 -7.514
H 2.342 -2.906 5.584
H 3.169 2.035 -0.375
H 5.614 1.827 0.658
H -1.279 -0.087 1.995
H 3.784 -5.367 -8.986
H -0.291 -5.647 -9.232
H -0.703 3.184 5.407
H -0.476 2.510 1.318
H -0.830 2.041 7.575
H -4.450 3.565 6.908
H 2.672 -3.004 -9.511
H -0.320 2.483 -1.691
H 4.175 -5.147 -3.465
H 1.000 -1.285 3.369
H 2.177 -1.045 7.028
H 2.158 -4.754 -4.819
H 0.854 -3.182 -7.876
H 3.139 -3.175 -2.576
H -3.384 1.504 7.542
H 3.100 -4.207 -1.124
H 3.283 -6.202 -2.377
H 2.079 0.117 5.681
H 1.115 0.349 -2.279
H 2.227 -6.493 -4.569
H -2.567 1.365 5.993
H -4.437 4.134 3.106
H -1.866 3.308 8.237
H -0.473 4.492 6.602
H -4.943 -0.515 -0.206
H 1.149 -3.042 3.446
H 0.628 -6.355 -2.704
H 5.397 5.392 -1.099
H -2.125 4.372 2.102
H -2.866 5.477 0.900
H 0.074 -3.287 -9.449
```